1.
Below is the ion C26H24F2N with charge +1 at a distorted geometry, with properties calculated with the ωB97M-V functional and the def2-TZVPD basis.

```
53
Properties=species:S:1:pos:R:3:forces:R:3
F -1.863 -1.926 -3.899 0.2174 -0.3749 1.2206
C -1.676 -2.095 -2.547 -0.1536 -0.0107 -0.5477
C -2.793 -2.228 -1.727 -0.0164 0.2567 0.0315
C -2.587 -2.427 -0.355 -0.0843 -0.2438 -0.1499
C -1.304 -2.338 0.183 -0.0162 0.4534 -0.1431
C -0.258 -1.915 -0.654 0.3470 -0.3729 0.2232
C 0.930 -1.185 -0.011 0.6373 -2.7696 -0.1043
C 2.289 -1.597 -0.666 -0.0806 0.4633 0.1006
C 2.686 -2.926 -0.507 0.1735 -0.0734 -0.0039
C 3.906 -3.386 -1.008 -0.4652 0.2957 -0.0340
C 4.731 -2.539 -1.745 0.0736 -0.0939 0.0094
C 4.311 -1.238 -1.932 0.0760 0.7266 -0.6133
F 5.061 -0.406 -2.743 -0.7101 -0.7585 0.9810
C 3.125 -0.726 -1.393 0.1045 -0.6991 0.1549
C 0.700 0.287 -0.019 -0.7456 1.5223 -0.0210
C 0.550 0.882 -1.451 0.3107 0.0361 -0.1982
C -0.699 1.680 -1.446 0.2542 0.1772 0.5875
C -1.151 2.451 -2.501 -0.6377 0.0887 0.1464
C -2.258 3.282 -2.288 0.4322 -0.6056 -0.0291
C -2.889 3.296 -1.039 -0.1038 -0.3767 0.2140
C -2.462 2.472 0.001 -0.2047 0.5194 -0.1017
C -1.318 1.681 -0.179 -0.0634 0.1148 -0.5639
C -0.516 0.922 0.765 0.5744 0.6385 0.1255
N -0.600 1.089 2.075 0.4321 -0.5085 -1.5977
C -1.511 2.045 2.709 -0.7446 0.4457 0.7123
C -1.136 2.097 4.194 -0.0413 -0.0940 0.0083
C 0.055 1.146 4.378 0.3388 0.0131 0.1392
C 0.310 0.442 3.045 0.1378 -0.3680 -0.2492
C -0.378 -2.039 -2.039 -0.3886 0.4223 -0.1776
H -3.794 -2.137 -2.157 0.4160 -0.2680 0.1504
H -3.434 -2.623 0.307 0.2334 -0.0442 -0.3154
H -1.086 -2.600 1.233 -0.3120 0.6012 -0.4839
H 0.938 -1.602 1.017 0.2760 0.5306 -0.2540
H 2.021 -3.615 0.014 0.2064 0.1223 -0.0440
H 4.188 -4.420 -0.853 0.0276 0.0698 -0.0198
H 5.665 -2.894 -2.179 -0.2702 0.1948 0.1042
H 2.884 0.311 -1.580 0.1795 -0.1778 0.0299
H 1.577 0.774 0.410 0.1332 -0.0178 0.3138
H 1.429 1.501 -1.678 -0.4303 0.2175 0.1587
H 0.527 0.180 -2.289 0.0056 -0.2936 0.4519
H -0.657 2.357 -3.465 -0.1207 0.2636 0.1213
H -2.646 3.876 -3.109 0.0500 0.0613 0.1619
H -3.754 3.933 -0.883 0.0885 -0.0910 -0.0402
H -2.996 2.484 0.945 -0.0171 0.0732 -0.5336
H -2.562 1.731 2.599 0.5413 -0.0261 -0.0299
H -1.410 3.058 2.290 0.0984 -0.5579 -0.3125
H -1.983 1.778 4.805 0.1153 0.0840 -0.0516
H -0.889 3.125 4.481 -0.0301 -0.3005 -0.0135
H 0.952 1.698 4.669 -0.1733 -0.1500 0.0825
H -0.166 0.405 5.143 0.1602 0.0707 0.0864
H 1.349 0.552 2.699 -0.3328 -0.0020 0.0513
H 0.090 -0.638 3.078 -0.0054 0.4114 0.0064
H 0.499 -2.035 -2.700 -0.4930 0.4041 0.2604
```
Forces are in eV/Å.

Values from the calculation:
Charge: +1
Structure (SMILES): Fc1cccc(C(c2cccc(F)c2)[C@H]2Cc3ccccc3C2=[N+]2CCCC2)c1
ΔE to the lowest compared entry with this formula, charge and spin (kJ/mol): 0.0
Calculated total energy (Eh): -1259.408776
E_LUMO (hartree): -0.14980
HOMO energy (eV): -11.624
Kohn-Sham gap (eV): 7.5



2.
Below is a structure of composition C26H24F5NO2P2Yb at a distorted geometry, with properties calculated with the ωB97M-V functional and the def2-TZVPD basis.

```
61
Properties=species:S:1:pos:R:3:forces:R:3
C 4.288 2.058 -0.571 -0.5677 0.1752 0.1462
C 3.138 1.731 -1.270 -0.0638 -0.6491 0.1861
C 2.750 0.347 -1.317 -1.0257 -0.1671 -0.2511
C 3.166 -0.507 -0.266 0.2777 0.3814 0.3882
C 4.289 -0.135 0.489 -0.4459 0.0103 -0.2894
C 4.883 1.100 0.272 0.6772 0.2356 0.2588
C 2.247 -1.606 0.157 -0.2261 0.0268 0.1776
C 1.260 -1.981 -0.912 -0.2825 0.1934 0.0651
C 1.023 -1.072 -1.977 -0.1422 0.3708 0.6342
C -0.220 -1.133 -2.690 0.7541 -0.1738 0.3569
C -0.931 -2.319 -2.651 -0.1160 0.2492 0.2977
C -0.562 -3.325 -1.741 -0.0512 -0.4370 -0.0600
C 0.456 -3.115 -0.819 0.0019 -0.1210 -0.2967
H 4.668 3.081 -0.622 -0.0468 -0.2861 0.2312
H 4.674 -0.835 1.235 -0.0011 0.2912 -0.1000
H 5.787 1.369 0.820 -0.2140 -0.0932 -0.1923
H 2.802 -2.471 0.522 -0.1640 0.0010 0.2742
H -1.808 -2.439 -3.288 0.0866 -0.0428 0.2485
H -1.116 -4.264 -1.727 0.0979 0.3050 0.0308
H 0.661 -3.845 -0.031 -0.1808 0.1584 -0.2451
N 1.810 0.005 -2.229 -0.6124 1.3015 0.9327
Yb 0.687 -0.195 2.639 0.5072 0.5541 0.6925
C 2.072 2.716 -1.732 0.4934 -0.0613 -0.3574
H 1.788 2.533 -2.781 -0.0192 0.1374 0.2681
H 2.418 3.748 -1.608 -0.0103 -0.0211 -0.1208
C -0.710 0.183 -3.242 -0.0809 -0.4900 -0.5102
H 0.083 0.684 -3.814 -0.3124 -0.0772 0.0802
H -1.609 0.060 -3.853 0.0182 -0.0717 -0.1224
P 0.529 2.546 -0.708 1.2106 -0.2298 1.4639
P -1.144 1.337 -1.841 -0.8219 -1.9699 -2.5814
C -2.241 0.361 -0.773 -0.2468 0.1078 0.3520
H -2.957 1.024 -0.267 0.1574 -0.1595 -0.0964
H -2.806 -0.352 -1.396 0.2418 0.2583 0.1403
H -1.695 -0.225 -0.021 0.0000 0.0636 -0.2345
C -2.186 2.610 -2.594 -0.3479 0.1421 -0.0737
H -2.764 2.149 -3.407 0.0462 0.2675 0.2047
H -2.873 3.017 -1.840 0.1213 0.0311 -0.2685
H -1.566 3.420 -3.000 -0.2564 -0.2155 0.0014
C 1.135 1.975 0.929 0.9358 0.5595 0.6779
H 1.965 2.639 1.211 0.1218 -0.3447 0.2773
H 0.355 2.072 1.709 0.3517 0.1503 -0.7048
H 1.555 0.948 0.810 -0.1179 0.6996 -0.3000
C -0.158 4.185 -0.395 0.3762 0.4860 0.1615
H -0.939 4.122 0.375 0.1382 0.0180 -0.2500
H 0.654 4.828 -0.028 -0.3026 0.1339 -0.0962
H -0.581 4.615 -1.311 0.1389 -0.0799 0.2881
C -1.469 1.204 2.537 -4.3092 1.0364 0.4042
O -2.569 1.538 2.540 3.5679 -1.0128 -0.1079
H 1.593 -1.237 1.221 1.6004 -1.2025 -2.3156
F -4.351 -3.980 4.865 0.5770 0.3251 -0.4323
C -3.420 -3.397 4.088 -0.2049 -0.1134 0.2376
C -2.474 -2.537 4.654 -0.7433 -0.4331 1.0646
F -2.488 -2.254 5.978 0.0123 -0.3505 -1.0531
C -1.536 -1.972 3.837 0.3095 0.2838 -0.4989
F -0.555 -1.110 4.419 -0.7849 -0.6488 -0.5805
C -1.534 -2.133 2.437 -0.0413 0.2379 -0.2706
O -0.716 -1.445 1.659 -0.2748 -0.2141 0.4102
C -2.494 -3.005 1.891 0.1184 0.0828 -0.5443
F -2.552 -3.181 0.545 0.0767 0.1897 1.2838
C -3.406 -3.642 2.707 -0.7350 -0.5863 0.2200
F -4.310 -4.493 2.175 0.7337 0.7876 0.4974
```
Forces are in eV/Å.

Values from the calculation:
Charge: +1
Multiplicity: 2
Calculated total energy (Eh): -3550.733855
E_LUMO (alpha / beta) (hartree): -0.14553 / -0.14652
HOMO energy (alpha / beta) (eV): -8.188 / -8.893
Kohn-Sham gap (alpha / beta) (eV): 4.2 / 4.9
⟨S²⟩: 0.753



3.
Below is a cluster of 2 separate species, C26H24FSi in total at a distorted geometry, with properties calculated with the ωB97M-V functional and the def2-TZVPD basis.

```
52
Properties=species:S:1:pos:R:3:forces:R:3
F -5.896 -1.185 1.397 0.6154 0.5810 -0.0237
C -4.803 -0.366 1.436 -0.5781 -0.0707 0.1570
C -3.974 -0.434 2.551 0.1810 0.0428 -0.5118
C -2.807 0.318 2.521 -0.0852 0.1575 -0.0625
C -2.528 1.228 1.481 -0.2858 -0.5721 -0.4538
C -1.129 1.779 1.479 0.6691 -0.1878 0.2727
C -0.546 2.929 0.670 0.2515 -0.2538 0.0598
C 0.555 3.562 1.273 -0.3402 0.2550 -0.1594
C 1.207 4.623 0.655 0.0750 -0.3325 -0.1062
C 0.799 5.039 -0.617 -0.2519 -0.0887 0.2795
C -0.256 4.379 -1.252 0.2565 -0.3885 -0.1452
C -0.867 3.262 -0.653 0.1223 0.2727 0.2455
C -3.407 1.293 0.396 -0.2901 -0.5188 0.3180
C -4.562 0.492 0.373 0.4146 -0.1426 0.2741
H -4.201 -1.096 3.381 -0.0008 0.0152 -0.2102
H -2.053 0.123 3.290 -0.3171 0.4015 -0.0656
H -0.815 1.882 2.530 -0.1676 0.3288 -0.3389
H 0.911 3.175 2.232 -0.2044 0.3636 -0.1365
H 2.046 5.089 1.177 -0.2348 -0.0481 -0.3369
H 1.329 5.850 -1.111 -0.2493 -0.0564 0.0749
H -0.581 4.699 -2.249 0.2288 -0.2016 0.3633
H -1.536 2.620 -1.237 -0.0239 0.6115 0.2863
H -3.174 1.876 -0.489 -0.1636 0.1259 0.3137
H -5.229 0.480 -0.479 -0.0157 0.0697 0.0563
C -0.154 -0.294 -2.662 -0.0366 0.2081 0.3453
Si 0.759 -1.072 -1.253 0.4724 -0.4132 1.0173
H -0.549 0.912 1.178 0.5154 -0.5487 -0.2367
C 0.106 -2.588 -0.392 -0.1302 -0.6156 0.1921
C -0.743 -2.774 0.732 0.2141 -0.0251 -0.5134
C -1.117 -4.071 1.134 0.5237 0.3220 -0.5363
C -0.633 -5.188 0.431 0.1680 0.5211 -0.2322
C 0.232 -5.025 -0.659 0.0767 0.4128 -0.0113
C 0.621 -3.738 -1.055 -0.3310 0.4201 0.2754
C 2.529 -0.665 -0.848 0.5126 0.6407 -0.6816
C 3.143 -0.199 0.348 -0.1489 -0.5000 -0.2116
C 4.544 -0.120 0.447 -0.5948 -0.1019 -0.4592
C 5.345 -0.449 -0.659 -0.6030 -0.1760 -0.1139
C 4.756 -0.840 -1.868 -0.2757 -0.0944 -0.0558
C 3.362 -0.915 -1.976 -0.2643 0.0959 0.4682
H 0.099 -0.779 -3.612 0.0144 -0.0281 0.0676
H -1.237 -0.400 -2.503 0.2932 -0.0974 -0.0212
H 0.090 0.774 -2.743 0.0625 -0.2720 0.0224
H -1.085 -1.888 1.275 -0.1216 -0.4290 -0.1102
H -1.775 -4.215 1.990 0.1830 0.1148 -0.2091
H -0.919 -6.192 0.731 -0.0057 0.1854 -0.0004
H 0.625 -5.880 -1.216 -0.1943 0.2296 0.3305
H 1.333 -3.601 -1.883 -0.2759 -0.3057 0.2357
H 2.496 0.088 1.186 0.4497 -0.1990 -0.1945
H 5.015 0.182 1.383 -0.2246 0.0184 -0.2780
H 6.428 -0.407 -0.585 -0.1807 0.0261 0.0384
H 5.362 -1.109 -2.739 -0.1562 0.2392 0.4299
H 2.885 -1.167 -2.936 0.4527 0.0083 0.2920
```
Forces are in eV/Å.

Values from the calculation:
Charge: +1
ΔE to the lowest compared entry with this formula, charge and spin (kJ/mol): 70.1
Calculated total energy (Eh): -1394.228333
E_LUMO (hartree): -0.18070
HOMO energy (eV): -11.184
Kohn-Sham gap (eV): 6.3